[1]
The following is a quantum chemistry calculation of an isolated ion of composition C10H16N3S and charge +1 at a distorted geometry, from the Open Molecules 2025 dataset.

```
30
Properties=species:S:1:pos:R:3:forces:R:3:lowdin_charge:R:1
C 1.455 -2.543 -0.314 -0.440 -0.546 0.626 0.01
C 0.238 -1.830 -0.216 1.412 0.542 0.669 0.06
C 2.692 -1.896 -0.200 -2.576 1.423 -0.375 0.04
C 0.324 -0.434 -0.134 -0.197 -1.102 -0.300 -0.16
C 2.678 -0.493 0.039 -0.808 -2.300 -0.862 -0.18
C -4.554 -1.057 -0.718 0.255 2.293 1.997 -0.26
C -3.716 0.187 1.554 1.789 1.822 -2.961 -0.22
C -0.869 0.375 -0.203 -4.861 -2.338 -1.695 -0.27
C -0.817 1.835 -0.050 -0.879 0.751 -0.736 -0.02
C 3.889 0.293 0.189 0.386 1.681 2.092 -0.17
N 1.520 0.187 -0.019 0.166 0.180 1.226 0.16
N -2.034 -0.348 -0.457 6.053 0.774 0.835 -0.15
N 3.496 1.686 0.031 0.198 1.668 -0.767 0.01
S -3.526 0.116 -0.116 -2.453 0.985 2.302 0.75
H 1.510 -3.663 -0.385 -0.480 1.272 -0.107 0.15
H -0.758 -2.209 -0.039 0.104 -0.502 -0.634 0.12
H 3.494 -2.529 -0.464 1.471 0.120 0.409 0.12
H -4.157 -1.373 -1.611 0.288 -0.938 -2.295 -0.03
H -5.565 -0.668 -0.583 0.076 -0.464 -0.349 0.03
H -4.403 -0.351 2.103 -1.146 -1.514 0.508 0.00
H -3.152 0.979 1.983 0.069 0.659 0.468 -0.01
H 0.238 2.176 -0.054 -1.096 0.427 0.358 0.08
H -1.408 1.990 0.876 0.760 0.739 -0.196 0.10
H -1.386 2.356 -0.900 0.997 -0.686 1.261 0.12
H 4.468 0.016 1.102 -0.800 0.633 -0.199 0.17
H 4.536 -0.002 -0.548 1.730 -0.768 -2.126 0.10
H 3.570 1.967 -0.951 -0.326 -0.577 0.083 0.11
H 3.991 2.477 0.428 0.433 -0.831 0.990 0.10
H 1.594 1.229 0.268 0.447 -1.942 -0.905 0.17
H -3.346 1.525 -0.615 -0.573 -1.463 0.684 0.08
```
Forces are in eV/Å.

Properties
Total charge: +1
SMILES: C=[SH](=C)/N=C(\C)c1cccc(CN)[nH+]1
ΔE to the lowest compared entry with this formula, charge and spin, kcal per mole: 139.7
E, eV: -25921.14162
Frontier orbital gap (alpha / beta), eV: 5.59 / 4.99

[2]
The following is a quantum chemistry calculation of a 2-piece molecular cluster, C4H11NO2 overall at a distorted geometry, from the Open Molecules 2025 dataset.

```
18
Properties=species:S:1:pos:R:3:forces:R:3:lowdin_charge:R:1
C 0.654 1.375 -0.580 1.386 0.628 0.760 -0.36
N 1.193 1.102 0.643 -1.038 -0.407 0.291 0.05
C 1.116 -1.380 1.012 -0.402 1.658 0.985 -0.04
C 0.629 0.053 1.463 0.286 -2.112 1.308 -0.42
C -0.885 0.000 1.756 0.471 1.149 -1.903 -0.06
O -0.270 0.768 -1.056 -0.413 -0.033 -0.371 0.03
H 1.179 2.226 -1.055 -0.196 -0.113 -0.251 0.13
H 2.038 1.480 1.044 -0.155 0.493 -0.773 0.14
H 0.719 -1.528 0.015 0.130 -0.541 -0.099 0.07
H 0.722 -2.051 1.775 -0.175 -0.402 -0.417 0.07
H 2.200 -1.441 1.092 0.069 -0.004 -0.438 0.07
H 1.019 0.195 2.479 0.454 0.202 -0.260 0.13
H -1.216 1.024 1.953 -0.147 -0.259 0.743 0.08
H -1.434 -0.248 0.849 -0.016 -0.430 0.069 0.07
H -1.042 -0.742 2.527 -0.278 0.220 0.315 0.07
H -2.293 -0.444 -2.932 0.068 -0.159 0.272 0.03
H -1.425 -1.437 -3.678 -0.575 -0.078 0.894 0.05
O -2.020 -1.371 -2.896 0.530 0.187 -1.126 -0.08
```
Forces are in eV/Å.

Properties
Total charge: 0
SMILES: CC(C)NC=O.O
ΔE to the lowest compared entry with this formula, charge and spin, kcal per mole: 20.3
E, eV: -9911.36195
Frontier orbital gap, eV: 10.46

> The lowest ΔE to the lowest compared entry with this formula, charge and spin belongs to which entry?

C4H11NO2

> Which of these has the highest total charge?

C10H16N3S

> Which of these has the lowest total charge?

C4H11NO2